{
  "formula": "C69H132B4F16N11O11",
  "method": "ωB97M-V/def2-TZVPD",
  "elements": ["C", "C", "C", "C", "C", "C", "N", "O", "C", "C", "C", "H", "H", "H", "H", "H", "H", "H", "H", "H", "H", "H", "H", "H", "H", "H", "H", "H", "H", "C", "C", "C", "C", "C", "C", "N", "O", "C", "C", "C", "H", "H", "H", "H", "H", "H", "H", "H", "H", "H", "H", "H", "H", "H", "H", "H", "H", "H", "C", "C", "C", "C", "C", "C", "N", "O", "C", "C", "C", "H", "H", "H", "H", "H", "H", "H", "H", "H", "H", "H", "H", "H", "H", "H", "H", "H", "H", "C", "C", "C", "C", "C", "C", "N", "O", "C", "C", "C", "H", "H", "H", "H", "H", "H", "H", "H", "H", "H", "H", "H", "H", "H", "H", "H", "H", "H", "C", "C", "C", "C", "C", "C", "N", "O", "C", "C", "C", "H", "H", "H", "H", "H", "H", "H", "H", "H", "H", "H", "H", "H", "H", "H", "H", "H", "H", "C", "C", "N", "C", "C", "N", "C", "C", "H", "H", "H", "H", "H", "H", "H", "H", "H", "H", "H", "C", "C", "N", "C", "C", "N", "C", "C", "H", "H", "H", "H", "H", "H", "H", "H", "H", "H", "H", "C", "C", "N", "C", "C", "N", "C", "C", "H", "H", "H", "H", "H", "H", "H", "H", "H", "H", "H", "C", "C", "O", "O", "H", "H", "H", "C", "C", "O", "O", "H", "H", "H", "C", "C", "O", "O", "H", "H", "H", "B", "F", "F", "F", "F", "B", "F", "F", "F", "F", "B", "F", "F", "F", "F", "B", "F", "F", "F", "F"],
  "xyz": [[4.79653, -8.77509, -24.70788], [4.58005, -9.94798, -23.83019], [4.73749, -9.46894, -22.36352], [4.31147, -10.44910, -21.37794], [2.82393, -10.76755, -21.52893], [2.36688, -11.30893, -22.93280], [3.19786, -10.51917, -24.02199], [2.72716, -10.61430, -25.33600], [0.83938, -11.11674, -23.25474], [2.72729, -12.81038, -23.13553], [5.66243, -11.03519, -24.21656], [5.70387, -8.28052, -24.36113], [4.02420, -8.00759, -24.75819], [4.92382, -9.07115, -25.74914], [4.15801, -8.57574, -22.13010], [5.78998, -9.24703, -22.18706], [4.58726, -10.07184, -20.39320], [4.83176, -11.40506, -21.43745], [2.26095, -9.84738, -21.37257], [2.53971, -11.40910, -20.69483], [0.46286, -10.10940, -23.07699], [0.14861, -11.74510, -22.69251], [0.57081, -11.43957, -24.26060], [2.37807, -13.40757, -22.29321], [3.79747, -12.99740, -23.22414], [2.32077, -13.16395, -24.08306], [6.66952, -10.67563, -24.42773], [5.34046, -11.42047, -25.18403], [5.78513, -11.85684, -23.51091], [6.43358, -4.22704, -20.07600], [6.96583, -5.09562, -21.23569], [8.16557, -4.24326, -21.78287], [9.50079, -4.16985, -20.96614], [9.92001, -5.69797, -20.83048], [8.92387, -6.49815, -19.95164], [7.57872, -6.38354, -20.67329], [6.72600, -7.58263, -20.60029], [8.85603, -5.98872, -18.46352], [9.45187, -7.98616, -19.94246], [5.90449, -5.43906, -22.23936], [7.19195, -3.77435, -19.43722], [5.96144, -4.85203, -19.31800], [5.75756, -3.43238, -20.39163], [7.78944, -3.24847, -22.02165], [8.36904, -4.68872, -22.75666], [9.37520, -3.66329, -20.00921], [10.14396, -3.48934, -21.52410], [10.89371, -5.93810, -20.40346], [10.04420, -6.14933, -21.81483], [7.92606, -6.23465, -17.95093], [9.01582, -4.91308, -18.38884], [9.72285, -6.35458, -17.91318], [8.89779, -8.59432, -19.22745], [10.52922, -8.01534, -19.77947], [9.23075, -8.50388, -20.87583], [5.09756, -5.99466, -21.76155], [6.27868, -6.21380, -22.90857], [5.56629, -4.59469, -22.83999], [8.28585, -14.45329, -14.52049], [9.22633, -14.20556, -15.75566], [9.30605, -15.51025, -16.51266], [9.57791, -15.45046, -18.00760], [8.65942, -14.44493, -18.71984], [8.83570, -13.03910, -18.14372], [8.53293, -13.17481, -16.65493], [8.01041, -12.02647, -16.03102], [7.73474, -12.04511, -18.80488], [10.24923, -12.48850, -18.39509], [10.63659, -13.75125, -15.38425], [8.86697, -14.98757, -13.76886], [7.37887, -15.01571, -14.74228], [7.94030, -13.58889, -13.95347], [8.41553, -16.12046, -16.36196], [10.04739, -16.16217, -16.05057], [9.36875, -16.45660, -18.37098], [10.64348, -15.38836, -18.22851], [7.61083, -14.73563, -18.78367], [9.04396, -14.39629, -19.73860], [6.74073, -12.49236, -18.80311], [7.99098, -11.77900, -19.83038], [7.55541, -11.16855, -18.18232], [10.98108, -13.24802, -18.12007], [10.41260, -11.58478, -17.80799], [10.37877, -12.20545, -19.43970], [11.15343, -14.32368, -14.61400], [10.66436, -12.70155, -15.09194], [11.44204, -13.77204, -16.11837], [-1.98098, -4.44531, -23.27281], [-1.72093, -4.29376, -21.77215], [-2.34711, -5.46425, -20.95307], [-1.82382, -5.54968, -19.53777], [-0.31230, -5.59396, -19.45795], [0.47180, -4.45029, -20.12124], [-0.19455, -4.25814, -21.51774], [0.57552, -3.57646, -22.49796], [1.95634, -4.88048, -20.16813], [0.28497, -3.12326, -19.23062], [-2.31000, -3.01942, -21.21485], [-1.30911, -5.19879, -23.68386], [-1.77717, -3.51609, -23.80491], [-3.01464, -4.71319, -23.49168], [-2.03150, -6.39901, -21.41644], [-3.43654, -5.42938, -20.95797], [-2.07849, -6.53181, -19.13947], [-2.19819, -4.80683, -18.83342], [0.01310, -6.48436, -19.99592], [-0.00681, -5.62727, -18.41217], [2.52931, -4.03444, -20.54762], [2.24654, -5.71952, -20.80050], [2.28973, -5.31812, -19.22716], [0.68961, -2.23595, -19.71749], [0.89199, -3.16254, -18.32614], [-0.68986, -2.83473, -18.83746], [-2.45480, -3.01512, -20.13452], [-3.28164, -2.80913, -21.66184], [-1.72595, -2.10362, -21.30584], [3.18180, -2.69444, -15.96387], [4.43263, -1.69506, -16.28024], [4.37679, -0.30573, -15.43861], [4.81223, -0.47870, -13.96352], [6.22957, -1.15341, -13.77786], [6.37425, -2.60800, -14.44707], [5.79771, -2.51389, -15.86715], [6.27343, -3.46217, -16.77618], [5.66437, -3.73120, -13.49013], [7.91175, -2.82182, -14.53175], [4.54760, -1.34175, -17.81544], [3.20896, -3.61819, -16.54185], [2.30960, -2.09020, -16.21339], [3.12544, -2.92938, -14.90099], [3.44179, 0.24572, -15.53750], [5.03096, 0.48226, -15.81175], [4.01121, -0.99157, -13.43115], [4.85121, 0.46472, -13.41898], [6.45551, -1.25472, -12.71636], [6.88235, -0.38263, -14.18760], [6.30502, -4.09482, -12.68675], [5.33900, -4.63750, -14.00087], [4.76109, -3.38143, -12.99027], [8.28941, -2.30933, -15.41653], [8.17071, -3.86384, -14.71943], [8.36326, -2.56355, -13.57386], [5.40232, -0.70384, -18.04047], [3.70441, -0.72241, -18.12131], [4.56179, -2.17004, -18.52384], [11.99874, -10.20210, -12.55424], [11.25333, -8.87382, -12.27307], [9.97791, -8.74181, -13.01881], [9.58452, -9.38363, -14.19986], [8.32711, -8.83607, -14.50863], [7.92859, -7.96735, -13.52452], [8.90645, -7.94342, -12.60741], [6.64126, -7.34601, -13.42811], [12.57452, -10.14442, -13.47795], [11.39514, -11.10970, -12.54690], [12.69563, -10.34082, -11.72768], [11.85988, -7.99286, -12.48309], [10.99149, -8.70906, -11.22789], [10.19416, -10.08223, -14.75367], [7.78297, -9.14772, -15.38794], [8.86858, -7.55707, -11.59958], [6.52239, -6.50768, -14.11453], [6.62081, -7.06916, -12.37405], [5.84980, -8.06125, -13.65200], [5.58379, -11.56705, -13.68094], [4.05348, -11.57074, -13.44593], [3.36378, -10.30224, -13.26789], [3.58207, -9.18467, -14.10210], [2.77588, -8.17565, -13.62402], [2.04513, -8.64979, -12.54330], [2.44769, -9.93798, -12.27728], [1.17633, -7.81643, -11.83499], [5.86908, -12.58117, -13.96070], [6.13733, -11.35321, -12.76664], [5.85127, -11.06270, -14.60949], [3.78065, -12.16794, -12.57586], [3.55761, -12.13020, -14.23916], [4.30765, -9.34875, -14.88506], [2.70993, -7.13002, -13.88614], [2.01009, -10.64604, -11.58912], [1.47790, -7.85796, -10.78836], [0.17599, -8.23580, -11.94231], [1.13305, -6.75976, -12.09900], [-1.51502, -13.22484, -15.70364], [-0.05052, -12.79322, -15.33425], [0.26595, -11.45868, -15.71142], [-0.12932, -10.37588, -15.00969], [0.33824, -9.24801, -15.69939], [0.84185, -9.68187, -16.92810], [0.84535, -11.04090, -16.90140], [1.37656, -8.85452, -17.96354], [-1.59918, -14.30939, -15.63471], [-1.91843, -13.04057, -16.69933], [-2.29458, -12.90031, -15.01440], [0.65227, -13.39201, -15.91358], [0.10165, -12.86895, -14.25758], [-0.52152, -10.57785, -14.02389], [0.34650, -8.18458, -15.51114], [1.06225, -11.68304, -17.74224], [2.07465, -9.49433, -18.50336], [1.92494, -7.99233, -17.58406], [0.56759, -8.48916, -18.59613], [0.58828, -4.63078, -14.08960], [0.52553, -5.48728, -15.36297], [-0.61842, -5.77046, -15.80871], [1.63310, -5.95485, -15.80329], [1.53891, -4.63758, -13.55633], [-0.07817, -5.13242, -13.38794], [0.32643, -3.58767, -14.26689], [4.15598, -12.03596, -17.36306], [4.21735, -13.31266, -16.62846], [5.29420, -13.92896, -16.51145], [3.14698, -13.81515, -16.21741], [4.63009, -12.07823, -18.34363], [4.39423, -11.13339, -16.80031], [3.11343, -11.88687, -17.64406], [4.81619, -6.34263, -16.84560], [5.09592, -7.75241, -17.49732], [5.89674, -8.54126, -16.94275], [4.60845, -7.93434, -18.64762], [5.57734, -5.73900, -16.35126], [4.14787, -6.46120, -15.99272], [4.19273, -5.76541, -17.52840], [4.64672, -5.44180, -10.52944], [5.83199, -5.98024, -10.25530], [4.62011, -4.09846, -10.25850], [4.43248, -5.66285, -11.85996], [3.66978, -6.06265, -9.78400], [8.67204, -0.84449, -18.16543], [9.84164, -1.19922, -17.59452], [8.84347, -0.44620, -19.46538], [7.75512, -1.90472, -18.25639], [8.08771, 0.13328, -17.48405], [11.80163, -8.72832, -16.74479], [12.62447, -8.31508, -17.81826], [10.47918, -8.63472, -17.13712], [12.09112, -9.95636, -16.25813], [12.04807, -7.89702, -15.69962], [1.56962, -6.90459, -23.32491], [0.95063, -5.91869, -23.92629], [0.84861, -7.41802, -22.25867], [1.72760, -7.94564, -24.18839], [2.81025, -6.44059, -22.92907]],
  "total_energy_ev": -158787.462,
  "total_charge": 1,
  "homo_energy_ev": -9.77,
  "spin_multiplicity": 1,
  "homo_lumo_gap_ev": 3.92
}